Here is C36H50BaO6P3 as an isolated structure in a non-equilibrium geometry from OMol25. Energies are from ωB97M-V/def2-TZVPD.

Element x y z (Å)
1 H -1.638 -3.855 6.696
2 C 4.220 2.456 -3.027
3 H 5.690 3.767 3.141
4 H 3.351 0.638 2.779
5 H -3.536 2.988 -2.791
6 C -1.826 -3.910 -1.592
7 C -0.366 -2.259 -2.512
8 C -1.941 4.546 -2.908
9 C 1.775 2.155 -3.777
10 C -3.404 -2.301 4.248
11 H -3.882 -2.790 6.294
12 H -1.683 5.598 1.480
13 P -1.122 3.151 -0.697
14 H 1.159 -2.225 -5.490
15 C 4.125 2.603 2.107
16 H -2.644 5.342 -2.553
17 H -0.324 4.305 -4.254
18 H 2.204 2.055 -4.765
19 H 0.913 -0.933 -3.529
20 H -0.241 5.851 -3.501
21 C 3.601 1.633 3.107
22 H 2.759 -3.573 1.646
23 C -0.852 -3.281 4.738
24 C 0.545 3.389 0.191
25 H -2.958 4.878 2.478
26 O -1.193 1.771 -1.323
27 P 0.203 -2.636 2.313
28 C -3.093 -2.850 5.482
29 C -0.871 -4.339 -3.844
30 C -1.852 -3.401 5.717
31 H -5.488 4.457 0.598
32 H -0.049 -7.581 2.373
33 C 0.840 -4.324 2.203
34 H -4.354 -1.744 4.085
35 H 4.766 2.079 1.382
36 H 1.362 3.174 -3.681
37 C -4.636 3.718 0.637
38 H -1.926 2.491 -3.466
39 C -3.330 4.427 0.405
40 C -0.949 5.141 -3.911
41 H 1.093 -0.778 3.724
42 H 2.648 2.017 3.378
43 O -0.987 4.289 -1.783
44 H 1.707 -2.411 4.270
45 O -2.327 3.323 0.277
46 H 2.397 -7.885 1.944
47 C 0.618 -6.693 2.266
48 C 1.991 -6.862 2.028
49 H -4.666 3.438 1.699
50 H 4.694 4.764 2.090
51 C 0.366 -1.859 -3.603
52 Ba -0.239 -0.245 -0.053
53 H -0.999 -5.420 2.620
54 C -2.681 -4.961 -1.711
55 H 0.175 3.259 1.232
56 H -1.770 -3.289 -0.701
57 C -1.198 -2.843 3.455
58 H 0.910 1.475 -3.691
59 P 2.034 2.406 0.079
60 C -2.800 5.343 1.502
61 H 0.187 -3.599 4.888
62 H -2.775 -2.162 2.150
63 C 2.824 1.937 -2.632
64 C -2.718 -5.619 -2.960
65 C -0.134 -3.817 -4.902
66 H -0.105 -4.297 -5.883
67 C -2.494 -2.331 3.241
68 C 2.775 -5.706 1.696
69 H 4.017 4.122 3.604
70 O 1.935 0.949 0.422
71 C -0.986 -3.500 -2.649
72 H 4.212 2.879 -4.027
73 H 3.861 -5.795 1.526
74 H -3.306 4.911 -0.524
75 C 4.687 3.887 2.760
76 O 2.995 3.083 1.139
77 C -1.736 -5.459 -3.919
78 H -3.587 -6.222 -3.280
79 H 4.381 3.307 -2.372
80 H 2.347 -1.557 2.882
81 H -3.325 -5.365 -0.887
82 H -1.520 5.497 -4.823
83 C 1.438 -1.795 3.386
84 H 4.151 1.581 4.075
85 H -3.357 6.325 1.507
86 C 0.533 -2.643 -4.745
87 H -4.753 2.884 -0.039
88 H -1.739 -6.026 -4.861
89 C 0.063 -5.438 2.397
90 H 5.111 1.757 -3.009
91 C -2.649 3.309 -3.478
92 C 2.193 -4.484 1.850
93 H 0.804 4.429 0.029
94 H 2.952 0.933 -2.201
95 H -2.948 3.550 -4.474
96 O 2.346 2.798 -1.388

The value obtained for the HOMO energy is -8.515 eV. The total energy comes out at -78985.9124 eV. As for the total charge: +1. The calculation puts the gap between HOMO and LUMO at 5.98 eV.

Here are the Löwdin charges for atoms 1 to 2, given in e: atom 1 (H): 0.117, atom 2 (C): -0.042